Entry 1:
The following is a DFT calculation (wB97M-V/def2-TZVPD) of a 12-piece molecular cluster, C20H42IN17O22S2 overall.

Each line ends with the Löwdin charge.
Element x y z (Å)
N1 6.94 -1.80 3.52  0.048
C1 6.49 -1.57 2.08  -0.558
N2 7.52 -2.11 1.06  0.020
N3 6.49 -0.05 1.87  0.033
C2 4.99 -2.24 1.88  -0.090
C3 3.80 -1.10 1.97  -0.066
C4 3.59 -0.17 3.32  -0.032
C5 2.45 1.01 3.43  -0.603
I1 2.34 2.19 5.27  0.721
C6 1.46 1.22 2.13  -0.260
N4 0.31 2.19 1.97  -0.279
S1 -0.32 1.86 0.37  0.845
N5 0.62 0.55 -0.37  -0.244
C7 1.61 0.29 0.76  -0.183
C8 2.80 -0.85 0.69  -0.125
N6 3.02 -1.73 -0.54  0.002
C9 2.44 -2.99 -0.35  -0.534
S2 1.68 -4.40 0.31  0.625
H1 6.29 -2.43 4.05  0.065
H2 7.87 -2.30 3.54  0.082
H3 8.44 -1.78 1.48  0.061
H4 7.43 -1.51 0.19  0.081
H5 6.22 0.19 0.89  0.080
H6 7.45 0.34 2.10  0.033
H7 4.76 -3.12 2.66  0.130
H8 5.03 -2.79 0.82  0.112
H9 4.28 -0.33 4.27  0.103
C10 10.70 1.75 1.07  0.045
N7 9.74 1.21 2.07  -0.413
O1 8.68 1.83 2.22  0.041
O2 10.08 0.19 2.68  0.051
H10 10.27 2.65 0.61  0.099
H11 11.62 1.99 1.59  0.104
H12 10.86 0.97 0.32  0.104
C11 -3.47 0.22 -0.40  0.002
N8 -4.95 0.10 -0.37  -0.421
O3 -5.45 -0.95 -0.79  0.054
O4 -5.58 1.07 0.08  0.017
H13 -3.05 -0.69 -0.82  0.106
H14 -3.23 1.08 -1.03  0.073
H15 -3.13 0.37 0.62  0.076
C12 -6.38 -1.30 3.06  0.042
N9 -5.01 -1.86 3.23  -0.405
O5 -4.83 -2.62 4.19  0.051
O6 -4.16 -1.51 2.40  0.037
H16 -7.03 -1.69 3.85  0.071
H17 -6.31 -0.22 3.12  0.085
H18 -6.75 -1.62 2.08  0.103
C13 4.47 -3.92 -3.02  0.037
N10 5.84 -4.48 -2.85  -0.415
O7 6.03 -5.24 -1.89  0.063
O8 6.69 -4.13 -3.68  0.032
H19 3.83 -4.31 -2.23  0.061
H20 4.55 -2.84 -2.96  0.098
H21 4.11 -4.24 -4.00  0.108
C14 6.93 -2.21 -6.66  0.039
N11 6.12 -0.98 -6.44  -0.425
O9 6.71 0.11 -6.53  0.051
O10 4.92 -1.13 -6.19  0.041
H22 7.96 -1.92 -6.87  0.097
H23 6.87 -2.81 -5.75  0.073
H24 6.49 -2.74 -7.51  0.103
C15 -5.80 -1.38 7.78  0.043
N12 -7.00 -1.83 7.03  -0.406
O11 -7.67 -2.74 7.53  0.062
O12 -7.25 -1.24 5.97  0.029
H25 -5.70 -1.98 8.69  0.096
H26 -4.93 -1.54 7.13  0.097
H27 -5.93 -0.32 8.02  0.103
C16 -0.96 -7.79 -0.22  0.037
N13 -0.31 -8.06 -1.53  -0.427
O13 0.15 -9.20 -1.71  0.055
O14 -0.26 -7.13 -2.34  0.042
H28 -0.92 -8.70 0.39  0.097
H29 -0.41 -6.98 0.26  0.077
H30 -1.99 -7.50 -0.42  0.104
C17 -6.94 2.01 -3.63  0.048
N14 -5.66 2.52 -3.07  -0.395
O15 -5.56 3.74 -2.90  0.042
O16 -4.78 1.68 -2.82  0.037
H31 -7.61 2.85 -3.80  0.094
H32 -6.71 1.50 -4.57  0.107
H33 -7.36 1.31 -2.90  0.103
C18 -6.25 3.51 2.83  0.043
N15 -7.21 2.97 3.83  -0.419
O17 -8.27 3.58 3.98  0.060
O18 -6.87 1.95 4.44  0.037
H34 -6.68 4.40 2.37  0.097
H35 -5.33 3.74 3.35  0.103
H36 -6.09 2.73 2.08  0.080
C19 -4.94 5.94 -5.76  0.020
N16 -6.15 5.50 -6.51  -0.418
O19 -6.82 4.58 -6.01  0.037
O20 -6.40 6.08 -7.57  0.055
H37 -4.85 5.35 -4.85  0.072
H38 -4.08 5.78 -6.41  0.108
H39 -5.07 7.00 -5.52  0.096
C20 -3.26 6.91 -1.72  0.043
N17 -2.84 7.74 -2.89  -0.412
O21 -2.31 8.83 -2.64  0.066
O22 -3.07 7.28 -4.01  0.033
H40 -3.00 7.44 -0.80  0.096
H41 -4.33 6.76 -1.79  0.101
H42 -2.72 5.97 -1.79  0.103

Its gap between HOMO and LUMO is 6.578 eV. The value obtained for the lowest unoccupied orbital energy is -1.912 eV. As for the total energy: -121525.32978 eV. Its molecular weight is 1063.691 g/mol.

---

Entry 2:
The following is a DFT calculation (wB97M-V/def2-TZVPD) of C20H42IrNP3Se as an isolated structure.

Each line ends with the Löwdin charge.
Element x y z (Å)
Ir1 0.30 -0.35 0.71  0.562
P1 -1.06 -2.11 1.29  0.687
P2 1.96 -0.52 2.53  0.715
P3 1.60 -1.45 -0.76  0.564
H1 -2.79 4.62 -6.46  0.133
C1 -2.73 3.65 -6.96  0.197
C2 -3.82 2.85 -7.08  0.253
H2 -4.79 3.16 -6.68  0.136
C3 -2.49 -1.60 2.30  -0.218
C4 -0.33 -3.45 2.31  -0.199
C5 -1.83 -2.98 -0.12  -0.214
C6 3.17 0.86 2.46  -0.228
C7 1.28 -0.33 4.22  -0.230
C8 3.01 -2.01 2.70  -0.221
C9 0.85 -1.37 -2.41  -0.228
C10 1.89 -3.22 -0.48  -0.211
C11 3.26 -0.73 -0.95  -0.227
H3 -1.81 3.42 -7.51  0.126
H4 -3.80 1.96 -7.71  0.136
H5 -2.98 -0.74 1.83  0.062
H6 -2.16 -1.31 3.31  0.045
H7 -3.21 -2.43 2.38  0.088
H8 0.01 -3.05 3.28  0.049
H9 0.52 -3.92 1.81  0.041
H10 -1.10 -4.21 2.50  0.091
H11 -2.42 -2.25 -0.70  0.061
H12 -2.50 -3.76 0.26  0.080
H13 -1.08 -3.43 -0.78  0.040
H14 3.83 0.83 3.34  0.088
H15 2.63 1.82 2.45  0.042
H16 3.78 0.80 1.55  0.039
H17 2.06 -0.55 4.97  0.085
H18 0.44 -1.03 4.38  0.044
H19 0.92 0.70 4.37  0.050
H20 3.67 -1.89 3.57  0.084
H21 3.64 -2.17 1.81  0.045
H22 2.39 -2.90 2.86  0.045
H23 1.35 -2.10 -3.06  0.078
H24 0.96 -0.35 -2.81  0.039
H25 -0.22 -1.59 -2.34  0.041
H26 2.53 -3.59 -1.30  0.085
H27 0.95 -3.78 -0.48  0.040
H28 2.41 -3.40 0.47  0.038
H29 3.82 -1.36 -1.66  0.087
H30 3.81 -0.69 0.01  0.040
H31 3.16 0.29 -1.34  0.028
C12 0.45 2.24 -2.04  -0.582
C13 -0.86 1.91 -2.42  -0.117
C14 -1.31 2.27 -3.69  -0.040
C15 -0.50 3.02 -4.54  -0.016
C16 0.81 3.36 -4.16  -0.013
C17 1.31 2.96 -2.92  -0.046
Se1 1.08 1.98 -0.29  1.059
H32 -0.86 -0.28 -0.48  -0.026
H33 -1.51 1.38 -1.71  0.099
H34 -2.32 1.98 -4.00  0.121
H35 -0.88 3.34 -5.51  0.076
H36 1.46 3.94 -4.81  0.141
H37 2.31 3.21 -2.58  0.132
C18 -2.42 1.28 5.02  -0.054
C19 -2.04 2.11 3.79  -0.167
C20 -1.22 1.42 2.81  -0.101
N1 -0.59 0.81 2.05  -0.121
H38 -3.13 0.49 4.75  0.084
H39 -2.90 1.91 5.78  0.104
H40 -1.53 0.83 5.49  0.083
H41 -2.96 2.46 3.28  0.148
H42 -1.49 3.01 4.11  0.148

Its gap between HOMO and LUMO (alpha / beta) is 4.774 / 4.901 eV. As for the expectation value of S²: 8.8012. The value obtained for the lowest unoccupied orbital energy (alpha / beta) is -11.254 / -15.489 eV. As for the total energy: -118918.11536 eV. Its spin multiplicity is 6. Its net charge is +4. Its molecular weight is 660.662 g/mol.

---

Q: The highest molecular weight belongs to which entry?
A: C20H42IN17O22S2